Entry 1:
C25H48Cl3N4O3SSiTb as an isolated structure at a distorted geometry, computed with the ωB97M-V functional and the def2-TZVPD basis.

```
! RIJCOSX wB97M-V def2-TZVPD def2/J DEFGRID3
* xyz 0 7
C 1.97 -2.10 -4.93
C 1.16 -0.98 -4.34
H 2.25 -1.78 -5.93
H 1.34 -2.99 -5.08
H 2.89 -2.36 -4.37
C 0.19 -0.30 -5.01
C 0.06 -0.48 -6.48
H -0.27 0.57 -4.51
H -0.52 -1.33 -6.80
H 0.93 -0.40 -7.16
H -0.55 0.34 -6.83
Tb -1.17 -0.91 1.90
Cl 1.29 -1.68 2.53
Cl -2.49 -3.13 1.81
C 0.01 1.98 1.65
O -0.98 1.38 2.14
N -0.03 3.27 1.26
C -1.30 3.97 1.13
C 1.20 4.04 1.23
H 1.00 1.50 1.45
H -2.12 3.27 0.92
H -1.20 4.72 0.33
H -1.49 4.56 2.05
H 2.05 3.41 0.92
H 1.38 4.47 2.23
H 1.09 4.90 0.56
H -2.24 -1.84 -2.90
H -2.46 0.62 -3.89
C -3.22 -1.56 -2.45
C -3.37 0.73 -3.27
N -3.22 -0.14 -2.10
H -3.49 -2.24 -1.62
C -3.11 0.41 -0.87
O -2.99 -0.21 0.19
H -3.46 1.77 -2.90
H -3.09 1.53 -0.94
H -3.94 -1.68 -3.28
H -4.26 0.42 -3.85
O 0.58 -1.72 -2.71
C 1.52 -0.62 -2.89
C -0.10 1.33 -2.33
C 1.23 0.84 -2.42
H -0.87 0.55 -2.28
C -0.40 2.68 -2.14
H 2.51 -0.95 -2.53
C 2.26 1.78 -2.20
H -1.45 2.98 -2.03
C 0.66 3.62 -2.11
C 1.96 3.16 -2.03
H 3.28 1.43 -2.00
H 0.45 4.70 -2.14
H 2.78 3.89 -1.91
Si 0.65 -3.04 -1.76
Cl -0.04 -0.50 -0.27
C -1.03 -3.91 -1.98
C 1.01 -3.69 0.05
C 2.11 -3.85 -2.56
H -1.52 -3.65 -2.93
H -1.72 -3.91 -1.11
H -0.57 -4.91 -2.06
H 1.73 -4.02 -3.59
H 2.13 -4.80 -1.99
H 3.05 -3.26 -2.57
H 0.22 -3.85 0.78
H 1.81 -3.19 0.62
H 1.43 -4.71 -0.15
C -0.07 -1.35 7.57
C 1.13 -0.95 6.70
N 0.79 -0.65 5.32
C -0.49 -0.21 5.06
S -1.80 -1.23 4.71
N -0.71 1.11 5.18
C 0.26 2.10 5.66
C 1.56 2.02 4.88
H -0.70 -0.48 7.82
H 0.36 -1.76 8.50
H -0.71 -2.13 7.13
H 1.56 -0.04 7.15
H 1.89 -1.74 6.69
H 1.18 -1.29 4.61
H -1.70 1.38 5.22
H -0.21 3.09 5.50
H 0.44 1.96 6.73
H 1.37 2.11 3.79
H 2.22 2.85 5.18
H 2.09 1.06 5.09
*
```

HOMO-LUMO gap (alpha / beta): 7.64 / 7.64 eV
LUMO level (alpha / beta): 0.1 / 0.1 eV



Entry 2:
C20H28NO3Os as an isolated structure at a distorted geometry, computed with the ωB97M-V functional and the def2-TZVPD basis.

```
! RIJCOSX wB97M-V def2-TZVPD def2/J DEFGRID3
* xyz 1 5
O 3.16 -1.22 -1.29
C 3.50 -2.60 -0.89
C 4.95 -2.50 -1.37
H 2.90 -3.33 -1.45
H 3.42 -2.74 0.19
C 4.51 -1.09 -1.85
H 5.21 -3.18 -2.18
H 5.69 -2.49 -0.58
C 4.52 -0.99 -3.36
H 3.96 -1.82 -3.81
H 5.56 -0.98 -3.72
H 4.05 -0.05 -3.67
C 5.28 0.04 -1.20
H 5.26 -0.05 -0.10
H 4.82 0.99 -1.48
H 6.31 0.04 -1.55
Os -3.17 1.72 0.85
C -3.20 2.96 2.84
C -3.61 1.78 3.53
C -2.66 0.76 3.26
H -4.48 1.69 4.18
C -1.63 1.31 2.43
C -1.92 2.71 2.24
H -1.23 3.44 1.85
H -3.70 3.93 2.86
H -2.68 -0.27 3.62
H -0.71 0.83 2.10
C -4.13 2.83 -0.71
C -2.89 3.40 -0.35
C -1.88 2.42 -0.58
H -2.73 4.40 0.03
C -2.51 1.25 -1.08
C -3.90 1.50 -1.13
H -4.66 0.79 -1.45
H -5.10 3.33 -0.63
H -0.82 2.54 -0.41
H -2.01 0.33 -1.36
O -0.12 -1.58 -1.33
C 0.61 -0.64 -0.53
C 0.74 -1.14 0.90
H 0.21 0.39 -0.65
H 1.60 -0.62 -1.00
C 0.46 -2.64 0.78
H -0.04 -0.68 1.52
H 1.71 -0.91 1.32
C -0.34 -2.76 -0.51
H -0.09 -3.02 1.64
H 1.41 -3.17 0.69
H -1.42 -2.86 -0.30
H -0.04 -3.64 -1.08
O -7.22 0.53 1.86
C -6.05 0.57 1.60
N -4.89 0.52 1.30
*
```

HOMO-LUMO gap (alpha / beta): 6.79 / 4.96 eV
LUMO level (alpha / beta): -3.0 / -6.5 eV



ΔE to the lowest compared entry with this formula, charge and spin
In order: 28.8; 93.5
Unit: kJ/mol
E_tot
In order: -117525.647; -31279.840
Unit: eV